[1]
8
Properties=species:S:1:pos:R:3:forces:R:3:lowdin_charge:R:1 method="wB97M-V/def2-TZVPD" smiles="N[C@]12N=[N+]1N2" e_homo_ha="-0.6055 / -0.6055" relative_energy_kj_mol=433.7 total_charge=+1 spin_multiplicity=1 fmax_ev_per_a=5.24 homo_lumo_gap_ev="9.81 / 9.81"
N -0.17032 -0.20857 -0.80837 0.8 4.8 1.8 0.302
C -0.04498 -0.87530 0.26612 1.1 -0.3 -1.2 -0.420
N -0.48059 -2.17979 0.26576 -1.7 0.5 4.3 0.190
N -0.83339 -1.79617 1.53640 0.6 -2.6 -1.9 0.205
N 0.06171 -0.74044 1.64249 -0.2 1.9 1.3 0.126
H -0.38713 -0.71961 -1.62832 -0.3 -0.2 -1.2 0.147
H -0.10336 0.87370 -0.72940 -0.2 -2.5 -0.9 0.222
H -0.02835 0.04438 2.40359 -0.2 -1.6 -2.2 0.228


[2]
15
Properties=species:S:1:pos:R:3:forces:R:3:lowdin_charge:R:1 method="wB97M-V/def2-TZVPD" smiles="CC1=CC(=O)C=CC1=O" e_homo_ha=-0.3720 relative_energy_kj_mol=391.8 total_charge=0 spin_multiplicity=1 fmax_ev_per_a=11.51 homo_lumo_gap_ev=8.46
C -1.93174 -1.64230 0.11624 -3.2 -1.1 -5.6 -0.070
C -0.79894 -0.76836 0.04509 1.0 3.4 -0.5 -0.222
C 0.47456 -1.12860 -0.07233 -1.8 -4.6 -0.8 -0.023
C 1.54820 -0.25851 -0.04486 9.7 -1.5 1.4 -0.297
O 2.81420 -0.77072 0.00298 -6.5 2.7 -0.5 -0.012
C 1.34633 1.18140 0.07079 8.6 1.4 0.7 -0.062
C 0.20693 1.62601 0.03886 -9.1 6.5 -2.6 -0.087
C -1.03492 0.81790 -0.00210 0.3 -2.7 0.6 -0.310
O -2.15381 1.23465 -0.05312 -0.3 0.7 -0.2 0.118
H -2.85208 -1.15380 -0.65074 2.4 -1.0 2.7 0.165
H -1.76036 -2.63476 -0.59996 -0.2 2.0 2.9 0.146
H -2.29623 -1.65497 1.12477 -0.5 -0.9 0.3 0.076
H 0.64817 -2.27843 -0.23149 0.2 2.4 0.5 0.174
H 2.06577 2.25050 0.19778 -0.7 -4.4 -0.7 0.216
H 0.04909 2.79474 -0.34934 0.0 -3.0 1.9 0.188


[3]
60
Properties=species:S:1:pos:R:3:forces:R:3:lowdin_charge:R:1 method="wB97M-V/def2-TZVPD" e_homo_ha=-0.0278 relative_energy_kj_mol=285.0 total_charge=-2 spin_multiplicity=1 fmax_ev_per_a=5.61 homo_lumo_gap_ev=5.42
C -2.24420 3.90654 0.36682 -0.5 0.2 0.1 -0.070
C -0.87920 3.30988 0.20307 0.0 -0.5 -0.1 -0.220
O -1.08815 1.95006 -0.26354 1.3 0.2 -0.6 -0.124
C 0.09518 1.34998 -0.59518 1.2 0.2 0.2 -0.450
C 0.01718 -0.11550 -1.14455 -0.3 2.5 1.3 -0.312
O 0.74599 -0.44190 -2.24945 0.8 -0.4 0.2 -0.109
C 1.56443 0.52130 -2.95143 -0.4 -0.6 0.2 -0.027
S -1.94910 0.78546 -2.64362 1.7 -2.0 0.6 0.677
C -1.65050 -0.09689 -4.26305 -1.2 0.8 0.1 -0.286
C -1.69697 0.65450 -5.42614 0.5 -0.8 -0.8 -0.091
C -1.28686 0.04905 -6.62742 -0.3 0.3 0.3 -0.115
C -0.87388 -1.28452 -6.64206 0.2 -0.1 0.0 -0.136
C -0.83001 -2.01502 -5.45337 -0.3 0.3 0.1 -0.095
C -1.25619 -1.41787 -4.26457 0.2 -0.5 -0.6 -0.081
O -3.30242 0.58611 -2.14104 -2.0 0.3 -0.6 -0.458
O -1.54342 2.13280 -3.03148 -0.3 2.3 -1.0 -0.465
O 1.17930 1.96273 -0.46187 -2.2 -1.1 -0.9 0.010
H -2.15714 4.93207 0.73571 0.0 0.0 0.0 0.069
H -2.76381 3.92440 -0.59642 0.0 -0.1 0.2 0.084
H -2.83437 3.33828 1.09329 0.0 0.0 -0.2 0.074
H -0.28951 3.85528 -0.54701 -0.1 -0.2 0.3 0.129
H -0.33398 3.26566 1.15919 0.0 0.1 -0.3 0.124
H 2.22622 -0.10155 -3.56222 -0.1 0.2 0.1 0.096
H 0.91929 1.11967 -3.59292 0.0 0.2 0.0 0.084
H 2.10786 1.14710 -2.25079 0.1 0.0 -0.1 0.074
H -2.02477 1.68939 -5.39066 0.1 -0.1 0.1 0.095
H -1.28923 0.63515 -7.54613 0.0 -0.2 0.0 0.081
H -0.58323 -1.76459 -7.57961 0.0 0.2 0.2 0.082
H -0.46611 -3.04203 -5.43399 -0.1 0.2 -0.1 0.092
H -1.28258 -1.98023 -3.34101 0.1 0.1 -0.2 0.082
O 3.12626 -0.44003 -0.10743 -1.6 0.3 0.4 0.133
C 2.05429 -0.43748 0.32233 0.8 -0.6 0.1 -0.054
Co 0.28236 -0.63477 0.92068 2.2 3.7 -3.6 0.127
C -1.02342 0.46691 1.60726 0.3 0.5 1.1 -0.050
O -1.80305 0.96994 2.27953 0.1 -0.3 -0.3 0.165
C -0.88879 -1.15656 -0.76864 -0.9 -1.3 -1.9 -0.223
O -1.63643 -1.90752 -1.42412 2.2 2.6 2.7 0.055
C 0.73366 -1.29000 2.80896 -3.2 -0.2 -1.1 -0.257
C 0.71072 -0.43704 3.97211 -0.4 1.0 0.9 -0.216
C 1.13175 0.91258 3.87638 0.2 -0.3 0.0 -0.047
C 1.17768 1.74711 4.99116 -0.2 -0.3 0.2 -0.099
C 0.75493 1.27207 6.24349 0.1 -0.1 -0.5 -0.129
C 0.29857 -0.04926 6.35514 0.1 0.3 0.0 -0.115
C 0.27720 -0.89025 5.24052 0.2 0.1 -0.1 -0.031
C 0.06735 -2.16192 1.96980 1.0 0.0 3.0 -0.278
C -0.79776 -2.16084 0.85838 -2.8 -3.4 0.7 -0.184
Co 1.79396 -2.72539 2.34740 4.5 -1.5 -0.3 0.004
C 3.19614 -1.61556 2.56944 1.2 0.4 0.2 -0.164
O 4.04164 -0.85611 2.80559 -1.0 -0.8 -0.2 0.094
C 2.08347 -3.53855 0.81539 -0.1 -1.0 -1.2 -0.168
O 2.21199 -4.07329 -0.21327 -0.1 0.8 1.3 0.067
C 2.23328 -3.87617 3.65111 -1.1 -0.5 0.5 -0.185
O 2.57699 -4.67121 4.41798 0.3 0.2 -0.1 0.030
H 1.45690 1.28581 2.89858 -0.2 -0.2 0.4 0.111
H 1.53648 2.77553 4.86730 -0.2 -0.4 0.1 0.095
H 0.77835 1.93557 7.10597 0.0 -0.2 -0.1 0.079
H -0.04239 -0.41268 7.33605 0.1 0.1 -0.5 0.091
H -0.07158 -1.92032 5.34699 0.1 0.3 -0.1 0.113
H -0.64785 -3.07154 0.25003 -0.5 0.5 0.4 0.109
H -1.84250 -1.89433 1.09737 0.2 -0.8 -0.3 0.111


[4]
79
Properties=species:S:1:pos:R:3:forces:R:3:lowdin_charge:R:1 method="wB97M-V/def2-TZVPD" e_homo_ha="-0.1646 / -0.1650" relative_energy_kj_mol=0.0 total_charge=-1 spin_multiplicity=5 s_squared=6.02 fmax_ev_per_a=2.15 homo_lumo_gap_ev="7.07 / 7.08"
C -2.78687 -2.08869 -4.19401 -0.5 -0.6 0.3 -0.040
C -1.57301 -2.43960 -3.38085 0.7 0.0 0.4 -0.232
H -2.52267 -1.36754 -4.98078 -0.1 -0.1 0.2 0.075
H -3.55378 -1.63509 -3.54873 0.1 -0.1 -0.3 0.083
H -3.23252 -2.98092 -4.66385 0.2 0.4 0.0 0.074
C -0.76358 -3.47254 -3.63725 -0.2 0.5 0.0 -0.108
C -1.15145 -4.62127 -4.49790 0.1 -0.6 -0.5 -0.109
H 0.23838 -3.52861 -3.19784 -0.7 0.0 0.2 0.101
H -1.11185 -4.40443 -5.57720 0.0 -0.1 0.2 0.078
H -2.16383 -4.97146 -4.24494 0.2 0.2 -0.2 0.077
H -0.48107 -5.46577 -4.29208 -0.1 0.1 -0.2 0.068
Cr -2.07785 2.57113 1.20215 0.4 1.4 0.0 -0.287
Cl -3.34295 3.24427 2.93217 -0.4 0.1 0.6 -0.122
Cl -1.34108 4.07935 -0.25850 0.3 0.8 -0.7 -0.110
H 2.40976 5.99808 3.81446 0.0 -0.2 -0.1 0.085
H -0.63971 6.74919 4.28166 0.2 0.2 -0.2 0.088
C 1.95737 5.62925 2.88221 0.0 0.2 0.0 -0.048
C -0.25515 6.72071 3.24941 -0.4 -0.2 0.0 -0.057
N 0.51955 5.51481 3.01363 0.3 -0.2 0.1 -0.197
H 2.37111 4.65606 2.61635 -0.1 0.1 0.0 0.088
C -0.12685 4.33032 2.95006 0.2 -0.9 -0.3 -0.393
O 0.38955 3.21256 2.78900 -0.8 1.4 0.4 -0.039
H -1.11940 6.72056 2.57097 0.2 0.2 0.1 0.093
H -1.22694 4.47406 3.03444 0.5 -0.2 0.1 0.032
H 2.18471 6.36489 2.09998 0.1 -0.2 0.0 0.087
H 0.37373 7.59818 3.06671 -0.2 -0.2 0.0 0.082
H 2.73421 0.24750 -2.38484 0.4 0.0 0.2 0.063
H 2.58036 -2.37674 -0.27152 0.3 0.1 0.1 0.046
C 3.56640 0.16762 -1.66776 -0.2 0.2 -0.5 -0.055
C 3.42062 -1.70629 -0.05645 -0.4 -0.2 0.2 -0.057
N 3.11290 -0.33274 -0.39453 0.3 0.1 -0.2 -0.176
H 4.01727 1.16250 -1.54648 -0.2 -0.2 -0.1 0.096
C 2.47474 0.51236 0.44773 -0.1 0.5 0.7 -0.364
O 2.23090 1.69104 0.21021 0.3 -0.8 -0.2 -0.007
H 3.64415 -1.79702 1.01099 0.0 0.0 -0.1 0.088
H 2.18447 0.04139 1.41014 0.3 0.3 -0.5 0.017
H 4.30404 -0.53345 -2.06444 0.0 0.2 0.0 0.076
H 4.27719 -2.03383 -0.65527 0.0 0.1 0.3 0.080
O -0.27441 -0.53968 -2.48146 -0.1 -1.4 0.8 -0.152
C -1.29327 -1.51302 -2.19656 0.6 0.8 0.2 -0.265
C 0.27193 -2.96462 -0.77905 0.0 -0.3 0.3 -0.079
C -0.92326 -2.25222 -0.90982 -0.5 -0.5 -0.1 -0.159
H 1.05964 -2.83825 -1.52817 -0.4 -0.1 0.3 0.100
C 0.43701 -3.87842 0.27423 -0.1 0.2 -0.2 -0.116
H -2.21668 -0.95011 -2.00926 0.0 -0.2 0.2 0.121
C -1.87495 -2.35562 0.10985 -0.2 0.0 -0.3 -0.127
H 1.31172 -4.53145 0.31316 -0.1 0.3 0.0 0.100
C -0.50304 -3.93846 1.30156 -0.1 0.1 -0.2 -0.159
C -1.61052 -3.09132 1.26091 0.0 -0.5 -0.2 -0.154
H -2.84103 -1.84558 0.00112 0.6 -0.1 0.2 0.077
H -0.36000 -4.61629 2.14597 0.0 0.3 -0.2 0.093
H -2.25550 -2.99269 2.13330 -0.1 -0.2 -0.3 0.106
Si -0.36008 0.75017 -3.45360 0.0 1.3 -0.4 0.370
Cl -2.32791 0.47343 1.16263 -0.5 -2.1 0.0 0.052
C 0.91935 1.97557 -2.86048 0.0 0.1 -0.4 -0.154
C -2.02900 1.61128 -3.44806 -0.2 0.0 -0.1 -0.145
C 0.06575 0.20050 -5.19693 0.1 0.0 -0.2 -0.160
H 1.18844 1.87113 -1.80198 -0.1 0.0 -0.2 0.017
H 0.49708 2.98054 -2.99829 0.2 -0.1 0.0 0.032
H 1.82749 1.89733 -3.48281 -0.2 0.1 0.3 0.027
H 1.09543 -0.17758 -5.18911 -0.1 0.0 0.0 0.028
H 0.03799 1.03438 -5.90933 -0.1 -0.1 0.1 0.029
H -0.58117 -0.60111 -5.57315 0.1 0.1 0.1 0.010
H -2.06514 2.38262 -2.66586 0.0 -0.2 -0.1 0.003
H -2.88772 0.94713 -3.30091 0.1 0.0 -0.1 0.019
H -2.15442 2.10762 -4.42436 0.0 -0.1 0.3 0.034
C 0.77111 -2.78095 4.88873 -0.1 0.2 0.2 -0.062
N 0.10469 -1.48767 4.95089 0.2 -0.2 -0.1 -0.154
C -0.53215 -0.94068 6.05145 -0.5 0.8 -0.4 -0.078
C -1.10735 0.22845 5.62560 0.4 -0.8 0.4 -0.082
N -0.79761 0.37623 4.28901 0.2 -0.3 -0.3 0.083
C -0.05683 -0.69247 3.83876 -0.5 -0.1 0.5 -0.717
S 0.45972 -1.12737 2.32186 0.2 0.4 0.4 0.757
H 0.09156 -3.56297 4.51908 0.2 0.2 0.1 0.083
H 1.60990 -2.69434 4.19145 -0.2 -0.1 0.2 0.058
H 1.12197 -3.04349 5.89278 -0.1 0.0 -0.2 0.083
H -0.52343 -1.43362 7.01363 -0.1 0.2 -0.2 0.105
H -1.71360 0.93877 6.16727 0.1 -0.1 -0.2 0.110
H -1.10261 1.14504 3.68882 0.2 -0.4 0.1 0.090


[5]
14
Properties=species:S:1:pos:R:3:forces:R:3:lowdin_charge:R:1 method="wB97M-V/def2-TZVPD" e_homo_ha="-0.1873 / -0.3376" relative_energy_kj_mol=1.3 total_charge=0 spin_multiplicity=3 s_squared=2.01 fmax_ev_per_a=6.59 homo_lumo_gap_ev="5.54 / 6.70"
C 0.26392 0.79976 0.70540 -0.7 -6.3 1.9 -0.342
C 0.52220 -0.19956 1.78146 -0.3 3.6 -2.5 -0.510
C -0.45027 0.35215 -1.73167 -0.1 -0.2 -0.4 -0.046
N 0.49716 2.02546 0.72785 0.9 4.4 -0.8 0.149
N 0.16499 -1.40661 1.24956 -0.8 -2.9 -1.0 0.057
N -0.45612 -1.35038 -0.01122 1.2 2.5 0.3 0.080
N -0.47389 0.02202 -0.34024 0.2 -1.3 0.7 -0.068
O 0.97660 -0.04429 2.88731 0.5 -0.2 1.3 0.047
H 0.47852 0.02927 -2.22464 0.0 0.0 0.1 0.100
H -1.29896 -0.12484 -2.22439 0.0 0.0 0.0 0.095
H -0.55001 1.43005 -1.83929 0.0 0.0 0.1 0.088
H 0.22211 2.56575 -0.08628 -0.2 0.0 0.2 0.040
H -0.00943 -2.22970 1.80670 -0.3 0.2 0.0 0.153
H 0.11318 -1.86908 -0.70055 -0.4 0.1 0.0 0.158


[6]
13
Properties=species:S:1:pos:R:3:forces:R:3:lowdin_charge:R:1 method="wB97M-V/def2-TZVPD" e_homo_ha=-0.3775 relative_energy_kj_mol=200.3 total_charge=0 spin_multiplicity=1 fmax_ev_per_a=1.08 homo_lumo_gap_ev=10.98
C -1.16046 -0.27010 -0.16437 0.8 -0.3 0.0 -0.519
N 0.39954 -0.63195 -0.27337 -0.3 -0.1 0.4 0.103
C 1.31392 0.02742 0.63389 -0.1 -0.1 0.0 -0.578
N 1.04283 1.34409 0.77939 0.0 0.0 0.0 0.189
O -1.11686 0.68506 -1.11198 0.6 -0.2 -0.3 -0.128
O -1.89351 -1.40160 -0.46747 0.1 0.1 0.0 0.035
O 2.21128 -0.57912 1.17095 -0.2 0.1 -0.2 0.079
H -2.03980 -1.38668 -1.42457 0.0 0.1 0.1 0.112
H 0.04529 0.12483 -1.27245 -0.9 0.6 0.1 0.187
H 0.61553 -1.62468 -0.32177 0.0 0.1 0.1 0.149
H -1.39460 0.03412 0.86113 0.0 0.0 -0.1 0.153
H 0.31767 1.78963 0.23315 0.1 -0.1 0.0 0.098
H 1.65920 1.88897 1.35746 -0.1 -0.1 0.0 0.119


[7]
18
Properties=species:S:1:pos:R:3:forces:R:3:lowdin_charge:R:1 method="wB97M-V/def2-TZVPD" smiles="CN(CC(=O)O)N(N)O" e_homo_ha=-0.3435 relative_energy_kj_mol=440.5 total_charge=0 spin_multiplicity=1 fmax_ev_per_a=2.80 homo_lumo_gap_ev=9.94
C -1.44911 -1.18855 0.78452 -0.1 0.2 -0.1 -0.087
N -0.23029 -0.50180 0.39251 -0.3 0.6 -0.5 -0.185
C -0.02742 -0.52128 -1.04617 -0.1 0.2 -0.1 -0.110
C 1.40802 -0.40051 -1.57664 -0.5 0.5 -0.1 -0.530
O 1.61998 -0.52779 -2.75238 0.0 -0.2 0.1 0.098
O 2.36393 -0.03650 -0.73359 0.4 0.0 0.2 0.122
N -0.19019 0.84360 1.04450 0.1 -1.8 -0.3 -0.219
N -0.32335 1.99456 0.31695 0.3 -0.1 -0.1 0.065
O 1.15648 0.78839 1.53962 -0.8 0.2 2.7 -0.073
H -1.56297 -1.08629 1.86130 -0.1 -0.1 0.0 0.080
H -2.34068 -0.79373 0.28144 -0.1 0.1 0.1 0.082
H -1.36651 -2.24311 0.52087 0.1 0.0 0.1 0.086
H -0.61243 0.26831 -1.55580 0.2 -0.2 0.0 0.127
H -0.41001 -1.46294 -1.44388 0.0 0.0 0.1 0.132
H 2.04993 0.11151 0.18437 -0.2 -0.2 -0.1 0.069
H -1.29124 2.27154 0.23964 0.3 0.0 -0.1 0.099
H 0.28994 2.11951 -0.48512 -0.4 -0.1 -0.1 0.097
H 0.91590 0.36508 2.42787 1.2 0.8 -1.7 0.149